69
Properties=species:S:1:pos:R:3:nbo_charge:R:1 method="wB97M-V/def2-TZVPD" e_lumo_ev="-3.39 / -3.48" charge=+1 homo_lumo_gap_ev="6.93 / 6.77" spin_multiplicity=2
Mn 0.1651 -0.7411 -0.3593 0.991
C -0.8863 3.3503 0.5165 -0.228
C -1.5926 3.7106 -0.6190 -0.160
C -1.7408 2.7887 -1.6434 -0.167
C -1.1822 1.5277 -1.4988 0.112
N -0.5032 1.1790 -0.3896 -0.445
C -0.3608 2.0727 0.5898 0.060
C -1.2758 0.4699 -2.5359 0.249
C -1.9399 0.6398 -3.7414 -0.226
C -1.9749 -0.4105 -4.6431 -0.127
C -1.3462 -1.6011 -4.3208 -0.227
C -0.7014 -1.6995 -3.1008 0.070
N -0.6600 -0.6878 -2.2260 -0.492
H -0.7615 4.0335 1.3437 0.238
H -2.0310 4.6946 -0.7076 0.237
H -2.2912 3.0533 -2.5328 0.223
H 0.1790 1.7322 1.4648 0.215
H -2.4302 1.5713 -3.9785 0.231
H -2.4938 -0.2987 -5.5848 0.239
H -1.3557 -2.4454 -4.9936 0.245
H -0.2060 -2.6123 -2.8061 0.220
C 4.6468 3.3726 1.6254 -0.623
C 3.2262 2.8827 1.8710 -0.234
N 2.9480 1.5865 1.2613 -0.581
C 2.6803 1.3594 -0.0295 0.386
S 2.5227 -0.2740 -0.5626 -0.257
N 2.5503 2.3942 -0.8544 -0.581
C 2.2501 2.2989 -2.2824 -0.217
C 3.5060 2.2266 -3.1322 -0.620
H 4.8006 4.3337 2.1131 0.233
H 4.8592 3.4934 0.5629 0.207
H 5.3692 2.6657 2.0298 0.227
H 2.4853 3.6031 1.5126 0.192
H 3.0396 2.7714 2.9382 0.229
H 3.1369 0.7535 1.7976 0.429
H 2.7765 3.3127 -0.5042 0.407
H 1.6496 3.1751 -2.5333 0.207
H 1.6329 1.4131 -2.4257 0.218
H 4.1169 3.1221 -3.0141 0.212
H 3.2396 2.1384 -4.1849 0.228
H 4.1012 1.3571 -2.8559 0.227
C -2.8971 0.6473 1.7456 -1.104
Si -2.4180 -1.1538 2.0363 1.687
C -4.0060 -2.1431 1.8636 -1.115
C -1.8427 -1.2671 3.8209 -1.117
C -1.1495 -1.7780 0.8370 -1.651
Si -0.2957 -3.4060 1.1208 1.640
C 0.3982 -3.6517 2.8403 -1.116
C 1.1870 -3.5118 -0.0735 -1.100
C -1.3941 -4.8705 0.7111 -1.113
H -3.7920 0.8873 2.3221 0.243
H -3.1192 0.8496 0.6939 0.216
H -2.1114 1.3312 2.0707 0.212
H -4.7861 -1.7799 2.5341 0.238
H -3.8391 -3.1979 2.0907 0.234
H -4.3919 -2.0852 0.8431 0.230
H -2.4911 -0.6671 4.4624 0.239
H -0.8210 -0.9062 3.9501 0.226
H -1.8797 -2.2922 4.1897 0.239
H -1.7739 -1.9952 -0.0622 0.253
H 0.9223 -2.7705 3.2116 0.231
H 1.1063 -4.4834 2.8327 0.242
H -0.3880 -3.8977 3.5533 0.242
H 2.1154 -3.1813 0.3875 0.244
H 1.0549 -2.9206 -0.9915 0.186
H 1.3416 -4.5325 -0.4273 0.258
H -2.2766 -4.8983 1.3518 0.239
H -0.8591 -5.8132 0.8428 0.240
H -1.7420 -4.8260 -0.3235 0.229